A molecular structure, C5H2O at a distorted geometry. Source: the Open Molecules 2025 dataset; level of theory: the ωB97M-V functional and the def2-TZVPD basis.

LUMO energy, eV: -0.906
Frontier orbital gap, eV: 8.831
ΔE to the lowest compared entry with this formula, charge and spin, kcal/mol: 16.7
Charge: 0
E_HOMO, eV: -9.74
Energy, eV: -7259.7842

XYZ file:
```
8
Properties=species:S:1:pos:R:3:lowdin_charge:R:1
O 1.1403 -1.6061 2.4275 0.218
C 1.2210 -1.1732 1.3598 -0.219
C 1.2388 -0.6406 0.1222 -0.001
C -0.0213 -0.1035 0.1396 -0.185
C -0.7685 0.6372 -0.8176 -0.106
C -1.6462 1.2610 -1.3620 0.144
H -0.6441 -0.2195 1.0316 0.113
H -2.4277 1.8105 -1.8342 0.036
```